ORCA calculation (the ωB97M-V functional and the def2-TZVPD basis) on the ion C8H14NS with charge +1.

Computed properties:
Orbital gap, eV: 10.35
LUMO energy, hartree: -0.116
Relative energy (zero: lowest compared OMol25 entry of this formula, charge and spin), eV: 3.365
HOMO level, eV: -13.492
SMILES: C[N+]1(C)SC[C@H]2[C@H]3C[C@H]3[C@H]21
Total charge: +1

Element x y z (Å)
C1 -1.410 1.202 -1.121
N1 -1.168 0.188 -0.024
C2 -2.286 0.282 0.993
S1 -1.212 -1.494 -0.649
C3 0.263 -2.052 0.238
C4 0.969 -0.913 0.868
C5 2.231 -0.259 0.297
C6 1.999 -0.020 -1.195
C7 1.467 0.911 -0.229
C8 0.245 0.429 0.646
H1 -0.802 1.084 -2.051
H2 -2.381 1.019 -1.497
H3 -1.159 2.181 -0.804
H4 -3.280 -0.101 0.609
H5 -1.957 -0.116 1.963
H6 -2.439 1.332 1.122
H7 0.847 -2.671 -0.407
H8 -0.065 -2.533 1.083
H9 1.107 -1.358 1.940
H10 3.200 -0.255 0.699
H11 2.893 0.449 -1.715
H12 1.309 -0.595 -1.818
H13 1.538 2.026 -0.352
H14 0.091 1.265 1.403

ORCA calculation (the ωB97M-V functional and the def2-TZVPD basis) on a structure of composition C25H25FeN2P.

Computed properties:
Orbital gap (spin up / spin down), eV: 3.47 / 7.04
LUMO energy (spin up / spin down), hartree: 0.110 / 0.106
<S²>: 8.95
2S+1: 6
HOMO level (spin up / spin down), eV: -0.492 / -4.162
Total charge: -1

Element x y z (Å)
C1 -0.876 0.857 -1.254
C2 0.507 1.267 -1.302
C3 0.836 1.809 0.011
C4 -0.385 1.816 0.767
C5 -1.532 1.770 -0.202
Fe1 0.186 -0.163 0.176
N1 -2.859 1.865 0.284
C6 0.480 -1.750 -0.669
C7 1.789 -1.246 -0.293
H1 1.812 2.158 0.350
H2 1.181 1.153 -2.156
H3 -0.516 2.159 1.792
H4 -1.803 2.784 -0.585
H5 -1.427 0.355 -2.050
H6 2.452 -0.764 -1.030
H7 0.056 -2.612 -0.130
H8 -3.493 1.339 -0.361
H9 2.332 -1.787 0.493
H10 0.103 -1.718 -1.701
N2 -0.032 -0.393 1.825
P1 0.016 -0.339 3.431
C8 -1.491 -1.171 3.954
C9 -2.516 -1.375 3.018
C10 -3.737 -1.906 3.438
C11 -3.923 -2.249 4.782
C12 -2.900 -2.037 5.714
C13 -1.687 -1.486 5.311
C14 1.593 -1.057 3.941
C15 1.830 -1.457 5.268
C16 3.082 -1.960 5.626
C17 4.101 -2.067 4.674
C18 3.887 -1.617 3.367
C19 2.649 -1.071 3.018
C20 -0.029 1.300 4.215
C21 -1.256 1.876 4.598
C22 -1.268 2.952 5.489
C23 -0.064 3.494 5.948
C24 1.157 3.005 5.470
C25 1.175 1.934 4.575
H11 -2.369 -1.087 1.975
H12 -4.537 -2.041 2.713
H13 -4.872 -2.673 5.109
H14 -3.048 -2.277 6.768
H15 -0.905 -1.261 6.036
H16 1.049 -1.350 6.020
H17 3.260 -2.262 6.659
H18 5.069 -2.485 4.958
H19 4.684 -1.674 2.625
H20 2.504 -0.640 2.029
H21 -2.192 1.446 4.239
H22 -2.223 3.348 5.840
H23 -0.075 4.300 6.688
H24 2.100 3.438 5.811
H25 2.124 1.550 4.197

ORCA calculation (the ωB97M-V functional and the def2-TZVPD basis) on a structure of composition C14H10IrN2O6S4Sb.

Computed properties:
Orbital gap (spin up / spin down), eV: 5.67 / 4.43
LUMO energy (spin up / spin down), hartree: 0.063 / -0.032
<S²>: 8.82
2S+1: 6
Relative energy (zero: lowest compared OMol25 entry of this formula, charge and spin), eV: 0.637
HOMO level (spin up / spin down), eV: -3.941 / -5.289
Total charge: -1

Element x y z (Å)
Ir1 -1.943 0.558 -0.325
S1 -6.172 -1.124 -2.150
Sb1 -3.956 -1.248 -1.220
S2 -2.953 0.647 -2.358
S3 -3.948 0.099 0.750
S4 -2.975 -3.269 -0.773
O1 -1.017 -0.349 1.410
N1 -0.469 0.498 2.246
N2 -0.568 1.791 1.945
O2 -1.362 2.148 0.933
C1 0.181 2.795 2.545
C2 0.088 4.106 1.989
C3 1.013 5.010 2.399
C4 1.905 4.661 3.465
C5 1.951 3.414 4.004
C6 1.083 2.455 3.531
H1 -0.649 4.300 1.150
H2 1.251 6.033 1.897
H3 2.675 5.333 3.849
H4 2.726 3.197 4.736
H5 1.082 1.423 3.890
O3 0.820 1.303 -2.965
C7 0.382 0.598 -2.091
O4 -0.191 1.088 -0.972
C8 0.438 -0.937 -2.165
C9 0.344 -1.565 -3.386
C10 0.217 -2.934 -3.551
C11 0.535 -3.677 -2.427
O5 0.751 -5.028 -2.321
C12 1.339 -5.266 -1.015
O6 1.627 -3.976 -0.447
C13 1.001 -3.064 -1.271
C14 0.667 -1.749 -1.017
H6 0.442 -0.986 -4.285
H7 0.010 -3.467 -4.449
H8 2.393 -5.696 -1.095
H9 0.566 -5.746 -0.382
H10 0.716 -1.378 -0.075

ORCA calculation (the ωB97M-V functional and the def2-TZVPD basis) on a cluster of 6 separate species, C29H67N6O5S in total.

Computed properties:
Orbital gap, eV: 8.04
LUMO energy, hartree: -0.096
HOMO level, eV: -10.634
Total charge: +1

Element x y z (Å)
C1 -2.720 4.160 -0.883
C2 -2.794 2.724 -1.513
C3 -2.465 1.585 -0.507
C4 -3.484 1.538 0.705
C5 -2.792 1.988 2.031
C6 -1.795 0.936 2.623
C7 -0.284 1.274 2.436
C8 0.104 2.753 2.770
C9 0.431 3.458 1.394
C10 0.775 4.952 1.668
C11 1.272 5.763 0.424
S1 2.120 4.780 -0.869
N1 0.954 4.000 -1.844
C12 1.502 2.755 -2.458
C13 0.758 1.524 -1.863
C14 1.570 0.193 -1.981
H1 -2.970 4.884 -1.685
H2 -1.697 4.415 -0.542
H3 -3.426 4.266 -0.043
H4 -2.019 2.701 -2.312
H5 -3.778 2.588 -1.994
H6 -2.598 0.623 -1.045
H7 -1.426 1.602 -0.133
H8 -3.972 0.551 0.794
H9 -4.248 2.310 0.471
H10 -2.371 3.000 1.886
H11 -3.612 2.102 2.776
H12 -2.040 0.688 3.674
H13 -1.973 -0.011 2.065
H14 0.273 0.631 3.152
H15 0.091 0.968 1.436
H16 1.019 2.824 3.382
H17 -0.741 3.305 3.223
H18 1.270 2.871 0.967
H19 -0.482 3.380 0.767
H20 1.472 5.014 2.522
H21 -0.173 5.432 1.989
H22 0.487 6.347 -0.087
H23 2.029 6.491 0.784
H24 2.771 3.749 -0.202
H25 0.156 3.723 -1.267
H26 1.356 2.796 -3.556
H27 2.602 2.708 -2.310
H28 -0.243 1.415 -2.321
H29 0.630 1.703 -0.774
H30 2.201 0.068 -1.085
H31 2.199 0.146 -2.892
H32 0.888 -0.676 -2.003
C15 3.023 -2.613 0.570
O1 1.890 -2.222 0.341
N2 3.636 -3.616 -0.085
C16 4.988 -4.034 0.238
C17 2.917 -4.303 -1.148
H33 3.649 -2.162 1.356
H34 5.622 -3.918 -0.644
H35 4.980 -5.083 0.543
H36 5.394 -3.432 1.050
H37 2.641 -3.586 -1.918
H38 2.004 -4.741 -0.735
H39 3.532 -5.081 -1.580
C18 -2.708 6.552 2.921
O2 -2.084 6.309 1.900
N3 -2.323 7.423 3.874
C19 -3.120 7.662 5.064
C20 -1.074 8.145 3.704
H40 -3.666 6.061 3.146
H41 -3.401 8.716 5.106
H42 -2.533 7.410 5.950
H43 -4.022 7.054 5.052
H44 -1.116 8.731 2.784
H45 -0.250 7.432 3.624
H46 -0.903 8.805 4.550
C21 -2.377 -3.437 -2.200
O3 -3.226 -3.958 -2.891
N4 -2.573 -2.974 -0.943
C22 -1.505 -2.361 -0.178
C23 -3.892 -3.098 -0.349
H47 -1.342 -3.294 -2.555
H48 -1.342 -2.934 0.737
H49 -1.788 -1.336 0.081
H50 -0.580 -2.341 -0.752
H51 -4.178 -4.150 -0.310
H52 -4.621 -2.565 -0.963
H53 -3.892 -2.683 0.658
C24 2.588 -6.564 1.827
O4 3.718 -6.951 2.043
N5 1.467 -7.301 1.989
C25 0.149 -6.765 1.710
C26 1.590 -8.671 2.457
H54 2.385 -5.541 1.471
H55 -0.457 -6.801 2.618
H56 -0.329 -7.365 0.933
H57 0.219 -5.732 1.369
H58 2.078 -8.679 3.433
H59 2.205 -9.240 1.759
H60 0.608 -9.131 2.537
C27 2.195 -5.080 -4.596
O5 3.075 -4.995 -3.762
N6 1.948 -4.163 -5.559
C28 0.876 -4.330 -6.523
C29 2.782 -2.978 -5.626
H61 1.507 -5.939 -4.632
H62 1.296 -4.345 -7.531
H63 0.177 -3.496 -6.436
H64 0.341 -5.261 -6.347
H65 3.823 -3.273 -5.775
H66 2.711 -2.428 -4.685
H67 2.463 -2.340 -6.447

ORCA calculation (the ωB97M-V functional and the def2-TZVPD basis) on a cluster of 13 separate species, C70H170N4O31 in total.

Computed properties:
Orbital gap, eV: 8.87
LUMO energy, hartree: 0.017
Relative energy (zero: lowest compared OMol25 entry of this formula, charge and spin), eV: 0.000
HOMO level, eV: -8.420
Total charge: 0

Element x y z (Å)
C1 -6.146 13.757 0.556
O1 -5.742 14.932 1.120
C2 -6.750 15.906 1.355
C3 -6.081 17.080 1.933
O2 -5.044 17.563 1.080
C4 -5.410 17.657 -0.258
C5 -4.416 18.524 -0.946
O3 -4.569 19.881 -0.680
C6 -3.808 20.294 0.402
H1 -6.755 13.917 -0.356
H2 -6.758 13.101 1.192
H3 -5.213 13.276 0.277
H4 -7.586 15.535 1.968
H5 -7.213 16.100 0.366
H6 -5.550 16.862 2.856
H7 -6.808 17.890 2.083
H8 -6.418 18.077 -0.397
H9 -5.411 16.652 -0.706
H10 -4.433 18.440 -2.043
H11 -3.402 18.133 -0.729
H12 -3.931 21.372 0.486
H13 -2.753 20.062 0.236
H14 -4.178 19.880 1.343
C7 -5.096 13.123 -3.484
O4 -6.020 12.176 -3.844
C8 -5.470 10.964 -4.479
C9 -6.622 10.152 -5.028
O5 -7.386 9.705 -3.973
C10 -8.281 8.709 -4.317
C11 -9.187 8.419 -3.186
O6 -8.415 8.089 -2.052
C12 -9.099 7.228 -1.191
H15 -5.204 13.344 -2.424
H16 -5.249 14.027 -4.086
H17 -4.066 12.791 -3.679
H18 -4.907 10.350 -3.754
H19 -4.843 11.343 -5.311
H20 -6.167 9.337 -5.637
H21 -7.215 10.709 -5.773
H22 -7.682 7.776 -4.452
H23 -8.799 8.801 -5.283
H24 -9.840 7.600 -3.514
H25 -9.771 9.332 -2.966
H26 -10.029 7.686 -0.853
H27 -8.435 6.986 -0.363
H28 -9.262 6.256 -1.687
C13 -6.734 10.999 -0.848
O7 -6.655 10.347 0.400
C14 -5.514 9.577 0.464
C15 -5.153 9.290 1.859
O8 -5.075 10.477 2.592
C16 -4.671 10.216 3.902
C17 -5.071 11.231 4.878
O9 -6.337 10.999 5.268
C18 -6.841 11.895 6.295
H29 -5.842 11.614 -1.082
H30 -7.551 11.716 -0.842
H31 -6.832 10.256 -1.648
H32 -4.689 10.115 -0.047
H33 -5.601 8.620 -0.088
H34 -4.243 8.695 1.989
H35 -5.998 8.701 2.281
H36 -3.570 10.119 3.942
H37 -5.117 9.253 4.210
H38 -4.926 12.247 4.474
H39 -4.324 11.124 5.683
H40 -6.427 11.718 7.303
H41 -7.916 11.659 6.357
H42 -6.815 12.962 6.043
C19 -4.721 27.436 -6.872
O10 -5.233 26.425 -7.707
C20 -4.877 25.142 -7.297
C21 -5.500 24.692 -5.961
O11 -4.455 24.203 -5.062
C22 -4.866 23.946 -3.753
C23 -4.709 22.515 -3.477
O12 -5.582 21.859 -4.317
C24 -5.651 20.486 -4.077
H43 -3.752 27.735 -7.278
H44 -4.602 27.060 -5.851
H45 -5.427 28.255 -6.872
H46 -3.796 24.902 -7.351
H47 -5.212 24.459 -8.093
H48 -6.127 23.798 -6.184
H49 -6.210 25.415 -5.538
H50 -5.918 24.214 -3.613
H51 -4.263 24.557 -3.074
H52 -4.933 22.345 -2.406
H53 -3.662 22.226 -3.656
H54 -6.600 20.142 -4.472
H55 -5.764 20.368 -2.979
H56 -4.775 19.900 -4.362
C25 -12.245 15.825 3.876
O13 -11.188 15.268 3.228
C26 -10.888 14.039 3.777
C27 -10.011 13.332 2.847
O14 -10.715 13.001 1.690
C28 -9.928 12.329 0.823
C29 -10.655 11.911 -0.402
O15 -11.680 11.054 -0.032
C30 -12.527 10.726 -1.113
H57 -11.965 16.099 4.904
H58 -13.140 15.201 3.867
H59 -12.467 16.770 3.377
H60 -11.801 13.447 3.859
H61 -10.321 14.149 4.706
H62 -9.733 12.379 3.343
H63 -9.101 13.890 2.611
H64 -9.505 11.419 1.283
H65 -9.061 12.925 0.482
H66 -9.870 11.366 -0.953
H67 -10.982 12.804 -0.939
H68 -12.076 9.997 -1.806
H69 -12.805 11.637 -1.687
H70 -13.497 10.345 -0.781
C31 -3.983 16.522 -3.300
O16 -3.860 17.715 -3.998
C32 -2.518 18.134 -4.229
C33 -1.927 18.900 -3.040
O17 -0.546 18.894 -3.157
C34 0.126 19.690 -2.257
C35 -0.316 21.094 -2.149
O18 -1.585 21.170 -1.526
C36 -2.016 22.447 -1.488
H71 -3.601 16.610 -2.276
H72 -3.443 15.717 -3.804
H73 -5.057 16.376 -3.249
H74 -2.566 18.827 -5.072
H75 -1.877 17.275 -4.488
H76 -2.270 18.443 -2.098
H77 -2.288 19.925 -3.102
H78 1.189 19.655 -2.516
H79 0.129 19.170 -1.276
H80 -0.485 21.397 -3.215
H81 0.427 21.811 -1.783
H82 -3.003 22.497 -1.037
H83 -2.060 22.925 -2.477
H84 -1.358 23.059 -0.847
C37 -10.158 23.630 5.163
O19 -10.520 23.247 6.428
C38 -9.933 24.003 7.441
C39 -10.244 25.451 7.515
O20 -9.747 26.187 6.413
C40 -10.141 27.520 6.392
C41 -11.441 27.687 5.681
O21 -12.496 27.214 6.486
C42 -13.588 26.936 5.743
H85 -10.745 23.051 4.459
H86 -9.077 23.542 4.988
H87 -10.389 24.686 4.997
H88 -8.849 23.793 7.411
H89 -10.277 23.545 8.370
H90 -9.790 25.764 8.480
H91 -11.321 25.616 7.612
H92 -9.370 28.124 5.920
H93 -10.218 27.841 7.438
H94 -11.419 27.162 4.715
H95 -11.594 28.761 5.448
H96 -13.827 27.745 5.057
H97 -14.429 26.831 6.439
H98 -13.513 25.942 5.288
C43 -9.907 18.049 6.005
O22 -10.755 18.981 5.338
C44 -11.155 20.122 6.083
C45 -12.087 19.900 7.228
O23 -11.497 18.934 8.130
C46 -12.405 18.239 8.909
C47 -12.712 18.914 10.257
O24 -11.648 19.296 10.998
C48 -11.158 18.207 11.804
H99 -9.369 17.469 5.258
H100 -10.496 17.411 6.654
H101 -9.169 18.582 6.624
H102 -11.630 20.762 5.333
H103 -10.283 20.699 6.422
H104 -13.043 19.519 6.863
H105 -12.096 20.858 7.763
H106 -11.932 17.261 9.114
H107 -13.376 18.012 8.444
H108 -13.404 18.297 10.868
H109 -13.413 19.755 10.070
H110 -10.135 18.424 12.101
H111 -11.121 17.274 11.224
H112 -11.796 18.083 12.690
C49 -0.088 10.694 2.854
O25 -1.188 11.495 2.487
C50 -1.572 12.482 3.414
C51 -2.413 13.525 2.771
O26 -1.746 14.195 1.775
C52 -2.688 14.919 0.998
C53 -2.010 15.773 -0.023
O27 -1.401 15.005 -1.004
C54 -0.665 15.770 -1.893
H113 -0.383 10.000 3.667
H114 0.842 11.205 3.118
H115 0.097 10.045 1.994
H116 -0.674 12.968 3.839
H117 -2.112 11.995 4.243
H118 -2.763 14.228 3.534
H119 -3.262 13.008 2.292
H120 -3.239 15.594 1.672
H121 -3.425 14.241 0.556
H122 -1.344 16.437 0.556
H123 -2.755 16.432 -0.491
H124 -1.269 16.032 -2.754
H125 0.265 15.243 -2.140
H126 -0.208 16.687 -1.477
C55 -3.886 13.891 7.590
C56 -4.641 14.790 8.599
C57 -6.138 14.670 8.436
O28 -6.595 15.001 7.174
C58 -6.687 16.435 6.931
N1 -4.246 14.462 10.000
H127 -4.030 14.255 6.557
H128 -4.249 12.862 7.661
H129 -2.806 13.919 7.733
H130 -4.321 15.815 8.368
H131 -6.600 15.296 9.228
H132 -6.475 13.667 8.731
H133 -7.151 16.962 7.786
H134 -7.291 16.632 6.049
H135 -5.689 16.888 6.760
H136 -3.299 14.779 10.156
H137 -4.235 13.448 10.093
C59 -8.249 16.275 -2.551
C60 -9.269 16.489 -3.657
C61 -10.463 15.503 -3.510
O29 -10.020 14.189 -3.863
C62 -10.991 13.265 -3.889
N2 -9.741 17.934 -3.587
H138 -7.520 17.091 -2.579
H139 -7.695 15.343 -2.693
H140 -8.725 16.240 -1.568
H141 -8.872 16.406 -4.677
H142 -11.298 15.753 -4.202
H143 -10.856 15.525 -2.470
H144 -11.602 13.276 -2.982
H145 -10.516 12.300 -4.019
H146 -11.672 13.419 -4.742
H147 -10.161 18.110 -2.653
H148 -10.568 18.081 -4.182
C63 -5.284 25.712 5.346
C64 -5.750 25.754 6.813
C65 -4.723 26.420 7.627
O30 -3.571 25.638 7.579
C66 -2.319 26.309 7.738
N3 -6.961 26.603 6.901
H149 -4.427 25.050 5.157
H150 -4.944 26.716 5.064
H151 -6.072 25.396 4.658
H152 -5.921 24.780 7.259
H153 -5.117 26.444 8.656
H154 -4.557 27.464 7.311
H155 -2.318 27.190 7.077
H156 -1.561 25.592 7.436
H157 -2.111 26.603 8.776
H158 -7.796 26.067 6.548
H159 -6.899 27.313 6.163
C67 -2.804 11.703 -1.044
C68 -1.308 11.309 -1.143
C69 -0.854 11.384 -2.557
O31 -1.553 10.481 -3.370
C70 -1.350 10.720 -4.799
N4 -0.429 12.229 -0.353
H160 -3.104 11.723 0.004
H161 -3.400 11.033 -1.669
H162 -2.897 12.725 -1.439
H163 -1.216 10.312 -0.691
H164 0.245 11.377 -2.585
H165 -1.135 12.409 -2.894
H166 -0.393 11.211 -4.987
H167 -2.169 11.338 -5.187
H168 -1.325 9.741 -5.282
H169 -0.673 12.113 0.630
H170 -0.746 13.200 -0.442

Calculated calculated total energy (eV), listed in the same order as above: -20838.4567 -72979.4359 -82657.4152 -61165.6191 -144759.2721
Calculated maximum force (eV/Å), listed in the same order as above: 4.4 4.2 5.1 1.9 3.2